Entry 1:
Density functional theory data (ωB97M-V/def2-TZVPD) for 2 unconnected molecules or ions with the total composition I3N.

Computed properties:
Kohn-Sham gap (alpha / beta) = 7.6 / 6.5 eV

Element x y z (Å)
N  0.43136  0.02167  -0.49754
I  1.27918  1.63919  0.25773
I  0.92665  -1.76661  0.19129
I  -2.63720  0.10575  0.04852

Calculated atomic charges, method natural (NBO), unit e: -0.85, 0.43, 0.43, -0.01



Entry 2:
Density functional theory data (ωB97M-V/def2-TZVPD) for a molecular structure, IMn.

Computed properties:
Kohn-Sham gap (alpha / beta) = 6.0 / 6.2 eV
total charge = +1
<S²> = 8.785
spin multiplicity = 6

Element x y z (Å)
Mn  -2.03647  -15.44504  3.54530
I  -2.43402  -13.62388  5.76683

Calculated atomic charges, method natural (NBO), unit e: 1.36, -0.36



Across the entries above, max |F| takes the values 1.1; 2.5 eV/Å, respectively.